{"formula": "C26H78O13", "method": "ωB97M-V/def2-TZVPD", "elements": ["C", "C", "O", "H", "H", "H", "H", "H", "H", "C", "C", "O", "H", "H", "H", "H", "H", "H", "C", "C", "O", "H", "H", "H", "H", "H", "H", "C", "C", "O", "H", "H", "H", "H", "H", "H", "C", "C", "O", "H", "H", "H", "H", "H", "H", "C", "C", "O", "H", "H", "H", "H", "H", "H", "C", "C", "O", "H", "H", "H", "H", "H", "H", "C", "C", "O", "H", "H", "H", "H", "H", "H", "C", "C", "O", "H", "H", "H", "H", "H", "H", "C", "C", "O", "H", "H", "H", "H", "H", "H", "C", "C", "O", "H", "H", "H", "H", "H", "H", "C", "C", "O", "H", "H", "H", "H", "H", "H", "C", "C", "O", "H", "H", "H", "H", "H", "H"], "xyz": [[-3.26, 4.27, -1.60], [-2.85, 5.02, -2.83], [-1.50, 4.78, -3.19], [-3.47, 3.22, -1.85], [-4.14, 4.81, -1.25], [-2.49, 4.19, -0.83], [-2.93, 6.10, -2.74], [-3.40, 4.76, -3.73], [-1.34, 4.99, -4.12], [2.76, -7.32, 2.85], [2.49, -6.20, 1.73], [1.57, -6.69, 0.74], [1.88, -7.69, 3.38], [3.44, -7.07, 3.66], [3.18, -8.17, 2.31], [3.42, -5.92, 1.23], [2.20, -5.25, 2.18], [0.80, -6.12, 0.74], [4.22, 6.66, 3.79], [3.76, 6.27, 2.29], [3.11, 4.98, 2.31], [5.01, 6.00, 4.15], [3.38, 6.66, 4.49], [4.60, 7.68, 3.80], [4.67, 6.12, 1.72], [3.14, 7.07, 1.86], [2.25, 5.05, 2.73], [1.14, -0.51, -0.46], [1.28, 0.90, -1.08], [0.38, 0.97, -2.24], [1.43, -1.35, -1.09], [0.11, -0.64, -0.15], [1.77, -0.59, 0.44], [2.29, 1.07, -1.44], [1.08, 1.63, -0.29], [0.28, 1.86, -2.57], [0.41, 2.56, -8.47], [-0.54, 3.77, -8.70], [-0.55, 4.88, -7.76], [0.32, 2.27, -7.42], [1.47, 2.78, -8.61], [0.19, 1.72, -9.13], [-1.59, 3.50, -8.78], [-0.27, 4.22, -9.66], [-1.11, 5.53, -8.19], [-2.05, -3.02, 6.56], [-1.08, -3.70, 5.62], [-0.97, -2.86, 4.49], [-1.78, -2.08, 7.04], [-2.13, -3.68, 7.42], [-3.03, -2.97, 6.08], [-1.33, -4.65, 5.15], [-0.13, -3.84, 6.13], [-0.33, -2.18, 4.68], [6.23, 2.90, -5.92], [6.39, 3.75, -4.59], [6.75, 2.96, -3.46], [6.59, 3.47, -6.78], [5.19, 2.72, -6.18], [6.64, 1.89, -5.93], [5.52, 4.39, -4.48], [7.18, 4.44, -4.88], [6.05, 2.34, -3.25], [-3.76, -2.60, -3.07], [-2.75, -3.09, -4.04], [-1.95, -2.10, -4.61], [-4.23, -3.35, -2.43], [-4.57, -2.21, -3.69], [-3.39, -1.94, -2.29], [-3.22, -3.77, -4.75], [-2.10, -3.82, -3.56], [-1.68, -1.50, -3.92], [-2.13, 3.67, 5.58], [-1.63, 4.11, 4.21], [-0.68, 5.16, 4.23], [-1.29, 3.65, 6.26], [-2.67, 2.72, 5.67], [-2.81, 4.44, 5.96], [-2.47, 4.42, 3.59], [-1.17, 3.25, 3.72], [-1.07, 6.02, 4.08], [-5.60, -0.62, 1.88], [-6.37, -1.93, 2.33], [-7.67, -1.50, 2.52], [-5.76, 0.24, 2.52], [-5.89, -0.28, 0.89], [-4.53, -0.81, 1.75], [-6.08, -2.32, 3.30], [-6.21, -2.58, 1.46], [-7.78, -1.24, 3.44], [3.02, -1.92, -6.44], [2.53, -3.19, -5.84], [1.35, -3.71, -6.53], [2.25, -1.15, -6.39], [3.42, -2.00, -7.45], [3.79, -1.50, -5.79], [2.21, -3.00, -4.82], [3.26, -4.00, -5.87], [0.63, -3.20, -6.17], [-2.50, -7.53, 1.92], [-3.06, -6.14, 1.51], [-2.07, -5.23, 1.10], [-1.98, -8.13, 1.17], [-3.29, -8.10, 2.40], [-1.81, -7.33, 2.74], [-3.75, -5.74, 2.25], [-3.65, -6.17, 0.59], [-1.89, -4.74, 1.90], [1.68, 1.00, 7.91], [2.22, 1.13, 6.48], [2.06, -0.03, 5.65], [2.05, 0.08, 8.37], [0.63, 0.90, 8.19], [2.09, 1.78, 8.55], [3.29, 1.30, 6.50], [1.86, 2.04, 6.01], [2.82, -0.11, 5.07]], "lowdin_charge": [-0.081, -0.344, -0.091, 0.075, 0.076, 0.075, 0.104, 0.111, 0.077, -0.075, -0.271, -0.090, 0.056, 0.057, 0.061, 0.095, 0.095, 0.061, -0.077, -0.260, -0.103, 0.061, 0.056, 0.055, 0.100, 0.098, 0.065, -0.090, -0.274, -0.105, 0.067, 0.069, 0.066, 0.097, 0.103, 0.065, -0.072, -0.298, -0.102, 0.066, 0.065, 0.072, 0.102, 0.098, 0.071, -0.091, -0.322, -0.096, 0.075, 0.068, 0.073, 0.109, 0.109, 0.075, -0.087, -0.292, -0.076, 0.060, 0.051, 0.066, 0.101, 0.098, 0.079, -0.098, -0.366, -0.061, 0.074, 0.079, 0.076, 0.116, 0.104, 0.079, -0.088, -0.330, -0.081, 0.068, 0.073, 0.067, 0.108, 0.107, 0.081, -0.088, -0.309, -0.088, 0.062, 0.065, 0.058, 0.107, 0.107, 0.087, -0.105, -0.303, -0.094, 0.072, 0.077, 0.071, 0.106, 0.111, 0.060, -0.071, -0.321, -0.082, 0.074, 0.065, 0.060, 0.107, 0.103, 0.070, -0.088, -0.298, -0.091, 0.067, 0.065, 0.071, 0.106, 0.099, 0.075], "fmax_ev_per_a": 3.2, "lumo_energy_ev": 0.149, "multiplicity": 1, "total_energy_ev": -54837.40612}